[1]
A 2-piece molecular cluster, C21H19NO5S overall at a distorted geometry, computed with ωB97M-V/def2-TZVPD.

Each line ends with the natural charge from an NBO analysis.
CARTESIAN COORDINATES (ANGSTROEM)
C: -3.4231 -1.6518 -0.8882  -0.27
O: -2.3757 -0.7705 -1.3780  -0.46
C: -2.0743 0.3751 -0.8269  0.43
C: -1.7770 1.5123 -1.6522  -0.20
C: -1.9971 2.8065 -1.1206  -0.11
C: -1.5799 3.9343 -1.8145  -0.22
C: -0.9830 3.8156 -3.0755  -0.13
C: -0.9436 2.5567 -3.6988  -0.22
C: -1.3596 1.4177 -3.0219  -0.13
H: -3.4527 -2.4726 -1.6159  0.22
H: -3.1692 -2.0503 0.1053  0.24
H: -4.4007 -1.1452 -0.8572  0.20
H: -2.1803 0.4524 0.2588  0.22
H: -2.4537 2.8679 -0.1380  0.23
H: -1.6966 4.9338 -1.3930  0.24
H: -0.6275 4.6898 -3.6153  0.23
H: -0.5758 2.4795 -4.7262  0.23
H: -1.3157 0.4348 -3.4879  0.23
C: 1.2569 -5.4392 -1.4072  -0.20
C: 0.0716 -4.6994 -1.5188  -0.24
C: -0.1653 -3.6271 -0.6524  -0.13
C: 0.7525 -3.3042 0.3549  -0.33
S: 0.4430 -2.0073 1.5735  2.15
C: 0.7998 -0.4781 0.8354  -0.78
C: 1.2022 0.6642 1.5903  0.10
C: 1.9455 1.7072 0.9184  -0.21
C: 2.2839 2.8961 1.5280  -0.20
C: 1.8765 3.1434 2.8632  -0.05
N: 1.9811 4.4339 3.4758  0.50
O: 1.5219 4.5341 4.6443  -0.42
O: 2.4970 5.3862 2.8421  -0.41
C: 1.2835 2.0971 3.6060  -0.15
C: 0.9790 0.8906 3.0068  -0.29
O: -0.9928 -2.1575 1.7839  -0.99
O: 1.3447 -2.2959 2.6727  -0.94
C: 1.9208 -4.0650 0.4722  -0.18
C: 2.1867 -5.1110 -0.4115  -0.21
H: 1.4541 -6.2640 -2.0862  0.22
H: -0.6656 -4.9532 -2.2906  0.21
H: -1.0697 -3.0336 -0.7817  0.20
H: 1.0002 -0.5779 -0.2148  0.23
H: 2.2697 1.5070 -0.1072  0.20
H: 2.8294 3.6949 1.0243  0.24
H: 1.0584 2.2751 4.6582  0.25
H: 0.5673 0.0874 3.6216  0.23
H: 2.6265 -3.8260 1.2639  0.25
H: 3.1265 -5.6640 -0.3191  0.22

Summary:
molecular weight = 397.5 g mol⁻¹
gap between HOMO and LUMO = 3.9 eV
energy above the lowest of the compared OMol25 structures with the same formula, charge and spin = 190.3 kcal per mole
E = -44640.6659 eV


[2]
A 2-piece molecular cluster, C2H5NO4 overall at a distorted geometry, computed with ωB97M-V/def2-TZVPD.

Each line ends with the natural charge from an NBO analysis.
CARTESIAN COORDINATES (ANGSTROEM)
O: 0.3696 1.5776 -0.8602  -0.60
C: 1.1989 0.9804 -0.1940  0.54
N: 1.0084 -0.2937 0.2469  -0.66
C: 0.2858 -1.2955 -0.3854  0.90
O: -0.5055 -0.9259 -1.4047  -0.67
O: 0.4142 -2.4494 -0.0790  -0.59
H: 2.1298 1.5229 0.0154  0.15
H: 1.7222 -0.6278 0.8574  0.42
H: -0.7886 -0.0120 -1.2264  0.51
H: -2.2679 -0.0954 1.3965  0.48
H: -2.0113 1.1666 0.5869  0.48
O: -1.5555 0.4521 1.0465  -0.95

Summary:
molecular weight = 107.1 g mol⁻¹
SMILES = O=CNC(=O)O.O
gap between HOMO and LUMO = 11.3 eV
energy above the lowest of the compared OMol25 structures with the same formula, charge and spin = 23.6 kcal per mole
E = -11835.7687 eV


[3]
A 2-piece molecular cluster, C5H6N3O4 overall at a distorted geometry, computed with ωB97M-V/def2-TZVPD.

Each line ends with the natural charge from an NBO analysis.
CARTESIAN COORDINATES (ANGSTROEM)
C: 0.4390 -1.7103 1.2842  0.60
C: 0.6329 1.4454 -0.2152  0.85
C: -0.5474 -2.3657 -0.8364  0.64
C: -1.8697 -1.8775 -0.3864  -0.14
C: 1.2696 3.8091 -0.4866  -0.44
N: 0.7331 2.5130 -0.6961  -0.44
N: 0.5160 -2.2710 0.0858  -0.57
N: -2.0202 -1.4356 0.8104  0.43
O: 0.4323 0.2848 -0.1476  -0.65
O: -0.3113 -2.8199 -1.9015  -0.44
O: -2.9199 -0.9633 1.3621  -0.16
O: -0.6839 -1.4365 1.7976  -0.36
H: 1.2537 -1.4267 1.9087  0.25
H: -2.5596 -1.8103 -1.1538  0.29
H: 1.3598 4.0715 0.5179  0.22
H: 2.3815 3.9474 -0.8197  0.24
H: 0.4455 4.4706 -0.8798  0.24
H: 1.4486 -2.4250 -0.2436  0.46

Summary:
total charge = +1
molecular weight = 172.1 g mol⁻¹
gap between HOMO and LUMO = 8.8 eV
energy above the lowest of the compared OMol25 structures with the same formula, charge and spin = 0.0 kcal per mole
E = -17930.6606 eV


[4]
A 7-piece molecular cluster, C5H26N2O6S overall at a distorted geometry, computed with ωB97M-V/def2-TZVPD.

Each line ends with the natural charge from an NBO analysis.
CARTESIAN COORDINATES (ANGSTROEM)
N: -0.1707 -1.4205 -1.2584  -0.89
C: 1.0373 -0.9361 -0.5691  -0.08
C: 2.2410 -0.8430 -1.5000  -0.52
S: 2.0412 0.3236 -2.8791  -0.05
C: 0.7537 0.3949 0.1571  -0.23
N: 0.2529 0.1780 1.5215  -0.70
C: 1.2105 0.5737 2.5592  -0.21
C: 2.4524 -0.3122 2.5658  -0.62
H: -0.3369 -2.4065 -1.0371  0.42
H: 2.0727 1.4599 -2.1701  0.12
H: -0.0865 -1.3468 -2.2661  0.37
H: 1.2550 -1.6784 0.2003  0.21
H: 3.1284 -0.6021 -0.9305  0.22
H: 2.4231 -1.8113 -1.9733  0.23
H: 0.0115 0.9556 -0.3993  0.20
H: 1.6625 1.0000 0.1845  0.17
H: -0.5994 0.7088 1.6485  0.43
H: 0.6999 0.4796 3.5160  0.20
H: 1.4884 1.6287 2.4477  0.17
H: 3.0874 -0.1034 1.6937  0.20
H: 3.0406 -0.0982 3.4586  0.22
H: 2.1829 -1.3688 2.5480  0.20
H: -2.2985 1.7223 -1.5127  0.51
H: -1.4468 2.5923 -2.5017  0.48
O: -2.1770 2.6205 -1.8895  -0.99
H: -1.5744 -0.4810 -0.9031  0.51
H: -3.1669 -0.4714 -0.9691  0.49
O: -2.3838 0.0930 -0.8095  -1.03
H: -2.3619 0.8482 0.9621  0.49
H: -2.2957 2.2738 1.5919  0.51
O: -2.1547 1.3329 1.7940  -0.99
H: -1.2177 -4.5189 0.0190  0.47
H: -0.4598 -3.4486 0.8181  0.51
O: -0.4642 -3.9316 -0.0318  -0.99
H: -2.4218 3.5248 -0.3078  0.51
H: -1.7403 4.5672 0.6855  0.48
O: -2.4174 3.8738 0.6248  -0.99
H: -0.3752 -1.5360 1.9570  0.51
H: 0.1913 -2.5616 2.9596  0.47
O: -0.4694 -2.4670 2.2730  -0.99

Summary:
molecular weight = 242.3 g mol⁻¹
SMILES = CCNC[C@@H](N)CS.O.O.O.O.O.O
gap between HOMO and LUMO = 9.4 eV
energy above the lowest of the compared OMol25 structures with the same formula, charge and spin = 0.0 kcal per mole
E = -31708.7102 eV


[5]
A 2-piece molecular cluster, C4H7NO overall at a distorted geometry, computed with ωB97M-V/def2-TZVPD.

Each line ends with the natural charge from an NBO analysis.
CARTESIAN COORDINATES (ANGSTROEM)
C: 0.0019 1.2859 -1.4520  0.26
C: 1.6075 0.3629 0.7767  0.46
C: 0.6614 0.1916 1.9767  -0.72
C: -1.5457 -0.7276 -1.7495  -0.44
N: -0.7761 0.4502 -1.6372  -0.51
O: 2.0282 -0.5805 0.1883  -0.53
H: 1.7834 1.3632 0.5808  0.12
H: 0.3442 -0.7106 2.2978  0.22
H: -0.1678 0.6115 1.5055  0.22
H: 0.9117 0.7756 2.8191  0.22
H: -1.3732 -1.0933 -2.7788  0.23
H: -2.5094 -0.4872 -1.3823  0.23
H: -0.9661 -1.4417 -1.1451  0.23

Summary:
molecular weight = 85.1 g mol⁻¹
gap between HOMO and LUMO = 10.4 eV
energy above the lowest of the compared OMol25 structures with the same formula, charge and spin = 72.5 kcal per mole
E = -7796.5014 eV


[6]
One molecule with the formula C7H17NSi at a distorted geometry, computed with ωB97M-V/def2-TZVPD.

Each line ends with the natural charge from an NBO analysis.
CARTESIAN COORDINATES (ANGSTROEM)
C: -1.3516 2.2583 -0.8670  -0.46
C: -0.9400 1.1762 -1.8926  -0.39
C: -2.1580 1.7385 0.2233  -0.50
C: 0.2384 0.2990 -1.1986  -0.66
C: 1.0571 -0.5817 -2.2049  -0.62
C: 2.1078 -1.4717 1.3149  -0.39
C: 0.1807 -1.2103 2.7775  -0.41
N: 0.7145 -1.1040 1.4231  -0.92
Si: -0.4671 -0.6836 0.2905  1.34
H: -0.3847 2.7163 -0.3296  0.19
H: -1.8702 3.0801 -1.2865  0.21
H: -1.8703 0.7159 -2.0450  0.20
H: -0.6088 1.7195 -2.8117  0.21
H: -2.0549 2.1949 1.1727  0.19
H: -3.1089 1.1656 0.1055  0.20
H: 0.8376 0.9719 -0.6988  0.22
H: 0.2363 -1.0888 -2.7468  0.21
H: 1.6682 -1.4069 -1.8357  0.20
H: 1.7257 -0.0259 -2.8820  0.21
H: 2.7686 -0.7132 1.7562  0.18
H: 2.1291 -2.3705 2.0166  0.18
H: 2.3498 -1.7055 0.3255  0.20
H: 0.9421 -0.8497 3.4908  0.20
H: -0.7272 -0.5568 2.6693  0.21
H: -0.0931 -2.2808 2.9315  0.18
H: -1.3209 -1.9867 0.3018  -0.20

Summary:
molecular weight = 143.3 g mol⁻¹
gap between HOMO and LUMO (spin up / spin down) = 7.4 / 7.2 eV
energy above the lowest of the compared OMol25 structures with the same formula, charge and spin = 105.3 kcal per mole
E = -16898.4764 eV


[7]
C32H62Br9F6N7O11 as an isolated structure at a distorted geometry, computed with ωB97M-V/def2-TZVPD.

Each line ends with the Mulliken charge.
CARTESIAN COORDINATES (ANGSTROEM)
C: -3.4445 -4.9164 4.6171  -1.06
C: -3.2588 -3.4777 4.4610  0.68
O: -4.1917 -2.7664 4.0025  -0.64
N: -2.0062 -3.0766 4.7720  -0.10
C: -1.5694 -1.7190 4.5697  -0.77
H: -3.6801 -5.4140 3.6764  0.22
H: -4.2628 -5.0943 5.3149  0.35
H: -2.5260 -5.3892 4.9649  0.30
H: -1.5459 -3.5667 5.5257  0.28
H: -2.0010 -1.0106 5.2767  0.63
H: -1.6841 -1.4233 3.5269  -0.20
H: -0.5199 -1.8532 4.8319  0.32
C: -5.3566 -2.0585 -2.7582  -0.81
C: -5.5648 -2.2476 -1.2984  0.83
O: -6.6826 -2.1611 -0.8244  -0.69
N: -4.4318 -2.4380 -0.6550  0.15
C: -4.3482 -2.2875 0.7796  -0.64
H: -5.0148 -1.0517 -2.9983  0.07
H: -6.2917 -2.2575 -3.2816  0.36
H: -4.6439 -2.7361 -3.2283  0.16
H: -3.5784 -2.4043 -1.1941  0.31
H: -4.9213 -1.4688 1.2148  0.42
H: -3.3302 -2.0208 1.0636  -0.33
H: -4.6791 -3.1651 1.3349  0.29
C: -1.6670 -3.3737 -3.7094  -1.76
C: -1.6340 -2.0032 -3.2049  0.74
O: -2.0690 -1.7667 -2.0827  -0.29
N: -1.0598 -1.0661 -3.8583  0.00
C: -0.8240 0.2458 -3.3620  -0.66
H: -0.9164 -3.5304 -4.4840  0.51
H: -2.5982 -3.4775 -4.2662  0.47
H: -1.6201 -4.1182 -2.9146  0.18
H: -0.8271 -1.2653 -4.8207  0.29
H: -1.6195 0.9675 -3.5478  0.59
H: 0.0110 0.6046 -3.9638  0.30
H: -0.6041 0.2564 -2.2944  -0.39
C: 1.3521 -5.0567 3.8072  -1.09
C: 0.6826 -5.3225 2.4968  0.83
O: 1.1096 -6.1965 1.7874  -0.68
N: -0.3710 -4.5515 2.2549  0.35
C: -1.1081 -4.5381 0.9918  -0.78
H: 1.4993 -3.9910 3.9828  0.20
H: 2.3545 -5.4847 3.7928  0.32
H: 0.8053 -5.5354 4.6195  0.31
H: -0.5450 -3.9192 3.0230  -0.18
H: -1.9062 -5.2805 0.9983  0.44
H: -0.4103 -4.7788 0.1898  0.19
H: -1.5635 -3.5886 0.7104  0.08
C: -3.3519 5.0363 -3.2171  -1.21
C: -2.9571 3.6908 -2.5701  0.63
O: -1.8110 3.3023 -2.6787  -0.51
N: -3.9454 3.0415 -2.0122  -0.03
C: -3.7747 1.7129 -1.5519  -0.19
H: -3.4881 4.9130 -4.2915  0.26
H: -2.6015 5.7892 -2.9762  0.29
H: -4.2669 5.4456 -2.7890  0.39
H: -4.8554 3.4570 -1.8732  0.27
H: -2.7770 1.2892 -1.6667  -0.19
H: -4.5651 1.1492 -2.0475  0.34
H: -4.1297 1.7195 -0.5213  -0.08
C: 3.3777 6.9884 1.0466  -1.12
C: 2.5059 5.8282 0.6954  0.62
O: 2.8346 4.6750 1.0230  -0.59
N: 1.3470 6.0801 -0.0105  -0.11
C: 0.5679 4.9672 -0.5347  -0.47
H: 2.9343 7.9708 0.8838  0.37
H: 4.3870 6.9739 0.6354  0.27
H: 3.6516 6.9189 2.0993  0.28
H: 1.0273 7.0296 -0.1384  0.25
H: 0.6888 4.0757 0.0807  -0.07
H: 0.8165 4.8154 -1.5851  0.21
H: -0.4519 5.3410 -0.4435  0.36
C: 1.7921 -4.1112 -1.8084  -0.11
C: 2.5931 -3.4507 -2.9461  0.37
O: 3.2311 -4.1755 -3.7176  -0.71
N: 2.4501 -2.1348 -2.9327  0.35
C: 3.2332 -1.3351 -3.8033  -1.05
H: 1.9753 -5.1857 -1.8154  0.48
H: 0.7484 -3.7995 -1.8488  -0.20
H: 2.2442 -3.8153 -0.8618  -0.01
H: 1.6875 -1.6952 -2.4374  -0.14
H: 3.9543 -0.7486 -3.2340  0.18
H: 2.4518 -0.6264 -4.0777  0.27
H: 3.7065 -1.7669 -4.6851  0.42
C: 5.0160 4.9543 -3.2778  -1.04
C: 5.0415 3.5498 -3.8442  -0.26
O: 4.5775 2.6563 -2.8214  -0.25
C: 3.2912 2.3213 -2.6526  0.11
O: 2.4567 2.6441 -3.5033  -0.57
C: 2.9688 1.4448 -1.3889  0.92
F: 1.8665 0.6898 -1.4602  0.01
F: 3.9558 0.5917 -1.1888  -0.14
F: 2.8592 2.2051 -0.3309  -0.14
H: 4.0808 5.3181 -2.8522  0.24
H: 5.2135 5.7527 -3.9931  0.40
H: 5.7338 5.0210 -2.4602  0.31
H: 6.0939 3.2956 -3.9706  0.26
H: 4.4969 3.4557 -4.7837  0.32
C: -0.7653 1.4088 1.0039  -0.07
C: -0.8536 -0.1531 0.9903  0.93
O: 0.2156 -0.5948 1.7764  0.41
C: 1.2763 -1.2088 1.1742  0.52
O: 1.3182 -1.6297 0.0112  -0.26
C: 2.5389 -1.4080 2.0611  0.30
F: 2.9952 -2.5805 1.8019  -0.27
F: 3.5182 -0.5842 1.7316  -0.19
F: 2.3294 -1.3033 3.3601  -0.25
H: -1.7197 1.8927 0.7963  0.02
H: -0.0978 1.6464 0.1756  -0.21
H: -0.4714 1.8113 1.9733  -0.14
H: -0.8729 -0.4852 -0.0477  -0.59
H: -1.7880 -0.5532 1.3842  -0.22
C: 6.6989 -2.0821 1.7924  -0.27
Br: 7.4719 -0.6859 2.9450  -0.03
Br: 8.0742 -3.4190 1.3445  -0.05
Br: 6.0352 -1.2327 0.0927  0.03
H: 5.9207 -2.5997 2.3532  0.25
C: -3.4211 3.1793 3.9853  -0.36
Br: -4.1760 2.9683 2.1773  0.01
Br: -2.1597 1.6622 4.3115  0.16
Br: -4.7261 3.4107 5.4638  -0.03
H: -2.8450 4.1006 3.8997  0.31
C: 2.0616 3.6557 4.0047  -0.21
Br: 3.0153 3.9446 5.7110  -0.04
Br: 0.3963 4.7527 3.8699  -0.10
Br: 1.4741 1.7629 3.9880  0.03
H: 2.7373 3.8329 3.1680  0.29

Summary:
molecular weight = 1554.0 g mol⁻¹
gap between HOMO and LUMO = 8.4 eV
E = -713830.6871 eV


[8]
C5H10O2 as an isolated structure, computed with ωB97M-V/def2-TZVPD.

Each line ends with the natural charge from an NBO analysis.
CARTESIAN COORDINATES (ANGSTROEM)
C: 2.4299 0.6363 -1.0561  -0.25
O: 2.0603 1.4590 0.0262  -0.75
C: -0.2408 -0.3631 0.7448  0.09
C: -1.3325 -0.7249 1.6852  -0.44
C: -1.4268 -1.1276 0.2342  -0.29
C: -1.7002 0.1083 -0.6062  -0.05
O: -0.5913 0.8150 0.0079  -0.56
H: 1.6310 0.5493 -1.8044  0.17
H: 2.6794 -0.3820 -0.7182  0.15
H: 3.3172 1.0541 -1.5465  0.17
H: 0.8134 -0.5959 0.8494  0.22
H: -1.1074 -1.5333 2.3767  0.23
H: -1.9615 0.0694 2.0780  0.22
H: -1.5042 -2.1541 -0.1026  0.23
H: -1.5135 -0.0366 -1.6758  0.18
H: -2.6571 0.6234 -0.4584  0.18
H: 1.1042 1.6028 -0.0342  0.49

Summary:
molecular weight = 102.1 g mol⁻¹
gap between HOMO and LUMO = 10.7 eV
energy above the lowest of the compared OMol25 structures with the same formula, charge and spin = 85.9 kcal per mole
E = -9439.3179 eV